Formula: CH4O3P4
Source: the OMol25 dataset
Level of theory: ωB97M-V with the def2-TZVPD basis set

Its total charge is -2. The calculation puts the relative energy (zero: lowest compared OMol25 entry of this formula, charge and spin) at 1.730 eV. The value obtained for the frontier orbital gap (alpha / beta) is 6.5106 / 3.9857 eV. The calculation puts the LUMO energy (alpha / beta) at 0.2388 / 0.2104 Eh. The value obtained for the HOMO energy (alpha / beta) is -0.01 / 1.74 eV. The total energy comes out at -1631.644143 Ha.

The geometry in XYZ format:
```
12
CH4O3P4, DFT ωB97M-V with the def2-TZVPD basis set
C -0.69 -0.09 -0.69
O 2.02 -0.93 -0.01
O 1.56 1.51 -0.86
O 0.75 0.86 1.49
P 3.65 -0.80 0.11
P -1.91 -0.29 0.59
P -3.93 -0.36 -0.24
P 0.95 0.56 0.07
H -0.36 -1.08 -1.10
H -1.04 0.81 -1.32
H -4.59 -0.49 0.93
H 3.58 0.29 1.02
```

=====

Formula: C6H42N2O13
Source: the OMol25 dataset
Level of theory: ωB97M-V with the def2-TZVPD basis set

Its total charge is 0. The calculation puts the relative energy (zero: lowest compared OMol25 entry of this formula, charge and spin) at 9.974 eV. The value obtained for the frontier orbital gap is 9.1131 eV. The calculation puts the LUMO energy at 0.0082 Eh. The value obtained for the HOMO energy is -8.89 eV. The total energy comes out at -1341.123144 Ha.

The geometry in XYZ format:
```
63
C6H42N2O13, DFT ωB97M-V with the def2-TZVPD basis set
C -0.04 -0.83 -0.74
N -1.49 -0.67 -0.24
C -2.42 -0.91 -1.30
C -2.81 -2.34 -1.26
C 0.98 -0.13 0.01
N 0.99 1.38 0.09
C 0.24 1.90 1.25
C 0.01 3.32 1.22
H -0.02 -1.98 -0.74
H -0.06 -0.32 -1.86
H -1.49 0.29 0.06
H -3.27 -0.23 -1.47
H -1.85 -0.69 -2.33
H -3.89 -2.51 -1.50
H -2.53 -2.67 -0.38
H -2.31 -2.97 -2.02
H 0.85 -0.72 1.00
H 1.96 -0.37 -0.71
H 0.60 1.65 -0.88
H -0.77 1.28 1.35
H 0.80 1.44 2.16
H -0.34 3.54 0.17
H 0.93 3.91 1.45
H -0.63 3.91 1.92
H 2.78 -2.79 0.67
H 3.51 -1.43 0.86
O 3.51 -2.15 0.35
H 2.00 -2.13 -2.76
H 2.03 -2.14 -1.12
O 1.54 -2.46 -2.07
H 3.71 3.09 -0.62
H 2.63 2.00 -0.46
O 3.56 2.15 -0.81
H 0.37 3.10 -3.49
H -1.07 3.27 -2.42
O 0.01 3.13 -2.44
H -2.15 -1.96 1.60
H -0.91 -2.61 2.22
O -1.69 -2.03 2.46
H -1.82 2.49 2.39
H -3.00 3.32 2.69
O -2.49 3.04 2.04
H -2.60 3.11 0.52
H -1.51 2.32 -0.37
O -2.47 2.63 -0.38
H -2.52 0.00 3.72
H -2.55 0.97 2.34
O -1.98 0.73 3.26
H 0.20 -3.83 -1.21
H 1.27 -4.33 -0.36
O 0.37 -4.07 -0.34
H 0.25 0.31 3.69
H -0.44 -1.09 3.55
O 0.37 -0.59 3.50
H 1.67 -0.03 -3.77
H 0.80 1.08 -2.95
O 0.76 0.50 -3.73
H 0.43 -3.52 1.38
H 0.67 -4.29 2.64
O 0.99 -3.70 2.12
H 4.01 0.57 -3.07
H 3.19 1.21 -2.05
O 3.13 0.86 -2.84
```

=====

Formula: C4H6FNOS
Source: the OMol25 dataset
Level of theory: ωB97M-V with the def2-TZVPD basis set

Its total charge is 0. The calculation puts the relative energy (zero: lowest compared OMol25 entry of this formula, charge and spin) at 5.567 eV. The value obtained for the frontier orbital gap is 7.7383 eV. The calculation puts the LUMO energy at -0.0279 Eh. The SMILES is C=CN(O)C(=S)CF. The value obtained for the HOMO energy is -8.50 eV. The total energy comes out at -783.875466 Ha.

The geometry in XYZ format:
```
14
C4H6FNOS, DFT ωB97M-V with the def2-TZVPD basis set
C 1.47 0.43 -0.08
C 2.50 -0.44 -0.17
C -0.90 0.86 0.19
C -2.19 0.09 0.42
H -0.16 -1.59 -1.19
H 1.75 1.43 -0.20
H 2.25 -1.44 -0.09
H 3.50 0.06 0.12
H -2.22 -0.30 1.55
H -3.04 0.74 0.34
N 0.22 -0.01 0.05
O -0.18 -1.36 -0.02
F -2.50 -0.90 -0.63
S -0.50 2.44 -0.28
```

=====

Formula: H8O4
Source: the OMol25 dataset
Level of theory: ωB97M-V with the def2-TZVPD basis set

Its total charge is 0. The calculation puts the relative energy (zero: lowest compared OMol25 entry of this formula, charge and spin) at 0.894 eV. The value obtained for the frontier orbital gap is 10.5981 eV. The calculation puts the LUMO energy at 0.0055 Eh. The SMILES is O.O.O.O. The value obtained for the HOMO energy is -10.45 eV. The total energy comes out at -305.746368 Ha.

The geometry in XYZ format:
```
12
H8O4, DFT ωB97M-V with the def2-TZVPD basis set
O -1.26 -1.07 -0.79
H -2.13 -1.34 -0.54
H -1.39 -0.45 -1.53
O 0.65 -1.82 1.45
H -0.28 -2.03 1.29
H 1.01 -1.71 0.55
O -0.40 1.23 0.37
H -0.60 0.34 0.09
H -0.53 1.36 1.30
O 1.71 1.88 -1.14
H 0.86 1.70 -0.64
H 2.37 1.91 -0.41
```